1.
A cluster of 2 separate species, C3H4F2 in total at a distorted geometry. Source: the Open Molecules 2025 dataset; level of theory: ωB97M-V/def2-TZVPD.

The geometry in XYZ format:
```
9
Properties=species:S:1:pos:R:3:forces:R:3:mulliken_charge:R:1
C 0.44720 0.18437 0.71060 -2.488 3.997 0.645 -0.382
C 0.74209 -0.12300 -0.72734 0.635 -3.453 -0.836 -0.497
C -0.53616 -0.52559 -0.03255 -0.259 0.910 -1.074 0.594
F -1.38995 -1.47582 -0.02773 0.735 0.557 0.358 -0.109
F -2.41403 1.26142 0.12007 1.785 -1.397 -0.324 -0.687
H 0.73921 -0.21135 1.64785 1.282 -0.674 0.453 0.316
H 0.20387 1.29713 0.80489 -0.176 -1.512 0.305 0.225
H 0.60125 0.45082 -1.63230 0.223 1.193 0.604 0.299
H 1.60653 -0.85800 -0.86348 -1.736 0.380 -0.131 0.240
```
Positions in Å, forces in eV/Å.

2.
A structure of composition C3H3FInO3 at a distorted geometry. Source: the Open Molecules 2025 dataset; level of theory: ωB97M-V/def2-TZVPD.

The geometry in XYZ format:
```
11
Properties=species:S:1:pos:R:3:forces:R:3:mulliken_charge:R:1
C -1.23803 0.89609 0.03208 -0.718 0.246 4.650 0.472
C -1.11803 -0.49510 -0.43056 2.332 -1.361 0.808 -0.274
F -1.58188 1.05584 1.32107 1.305 -0.255 -4.409 -0.025
H -1.12178 1.79837 -0.56694 -0.283 0.215 0.108 0.382
H -0.82794 -0.51957 -1.48595 -0.242 -0.220 0.200 0.342
H -1.97542 -1.11538 -0.15268 -0.103 0.101 -0.132 0.340
O 0.06942 -1.20293 0.36985 -2.152 0.891 -0.597 -0.251
C 1.18613 -0.55368 0.36319 -1.340 -1.588 -1.860 1.061
O 2.30591 -1.12706 0.50664 -2.032 -2.517 1.482 -0.420
O 1.20149 0.67250 -0.06533 -4.767 0.631 0.303 -0.477
In 3.10013 0.59091 0.10863 8.001 3.858 -0.554 0.851
```
Positions in Å, forces in eV/Å.

## Properties
**Charge**: +2
**Spin multiplicity**: 2

3.
A structure of composition C6H6O2 at a distorted geometry. Source: the Open Molecules 2025 dataset; level of theory: ωB97M-V/def2-TZVPD.

The geometry in XYZ format:
```
14
Properties=species:S:1:pos:R:3:forces:R:3:mulliken_charge:R:1
C 0.67412 -0.21438 -0.14152 3.943 1.969 0.661 0.496
C 0.15940 -0.40281 1.31862 2.138 -0.189 -1.406 -0.518
C -1.04861 0.37931 0.72984 0.393 1.347 1.218 -0.265
C -1.42843 -0.38312 -0.49582 -5.476 1.435 -0.813 -0.434
C -0.32198 -0.73963 -1.07916 1.805 -1.561 -1.976 -0.526
C 0.04901 1.25853 0.00387 -0.545 -0.617 -1.936 0.434
H 2.70047 -0.71282 -1.18586 -2.705 2.857 4.519 0.353
H 1.00168 0.25789 1.74028 -1.809 -0.976 0.696 0.299
H 0.22679 -1.49311 1.63365 -0.790 1.492 -0.047 0.316
H -1.56869 1.11171 1.29510 -1.808 -0.498 0.816 0.470
H -2.43624 -0.27077 -1.12468 2.173 -0.418 1.938 0.258
H -0.29319 -1.11386 -2.12183 0.539 0.310 0.947 0.339
O 2.09426 -0.03256 -0.13499 2.125 -4.294 -5.526 -0.673
O 0.19144 2.35562 -0.43748 0.017 -0.857 0.908 -0.549
```
Positions in Å, forces in eV/Å.

4.
A cluster of 2 separate species, C5H15NO in total at a distorted geometry. Source: the Open Molecules 2025 dataset; level of theory: ωB97M-V/def2-TZVPD.

The geometry in XYZ format:
```
22
Properties=species:S:1:pos:R:3:forces:R:3:mulliken_charge:R:1
C 1.33272 0.84834 0.82135 1.169 -1.238 1.477 -1.034
C 1.66442 -0.44921 0.08216 0.808 -0.439 -0.597 -0.622
N 0.76784 -0.53083 -1.09225 0.332 -1.654 0.450 0.005
C 1.40959 -1.00732 -2.33155 -0.669 1.563 -0.204 -1.056
C -0.37717 -1.43216 -0.79198 0.048 -0.195 0.436 -0.726
C -1.70016 -0.81220 -1.25926 0.134 -0.661 1.526 -1.188
H 0.25585 0.95563 0.81154 -0.042 0.666 -0.242 0.252
H 1.64595 0.80724 1.88229 -0.236 -0.287 -0.242 0.334
H 1.97007 1.64352 0.45501 -0.684 0.496 -0.625 0.268
H 2.72966 -0.54166 -0.20174 -0.335 0.859 -0.416 0.452
H 1.65444 -1.38101 0.66178 -0.832 0.220 0.502 0.364
H 0.88949 -0.55182 -3.17392 -0.589 -0.191 -0.171 0.282
H 1.29213 -2.08532 -2.45410 0.909 -0.116 -0.001 0.354
H 2.37510 -0.50785 -2.47945 0.268 -0.895 0.484 0.395
H -0.39837 -1.79136 0.25463 -0.108 1.263 0.104 0.445
H -0.23770 -2.45870 -1.17165 0.164 0.366 -1.037 0.539
H -1.48820 -0.01204 -1.95519 -0.296 -0.242 -0.551 0.350
H -2.35325 -1.62867 -1.55042 -0.243 0.257 -0.818 0.325
H -2.22400 -0.37148 -0.40342 0.198 0.231 -0.070 0.259
O -2.47489 2.83285 3.94288 0.170 -0.207 1.010 -0.638
H -3.40682 2.70514 3.76290 0.043 0.115 -0.456 0.320
H -1.99976 3.09954 3.16276 -0.209 0.089 -0.560 0.319
```
Positions in Å, forces in eV/Å.

## Properties
**SMILES string**: CCN(C)CC.O

Calculated total energy, respectively: -8604.5312, -17169.7853, -10407.9251, -8964.3673 eV.
Relative energy (zero: lowest compared OMol25 entry of this formula, charge and spin), respectively: 538.7, 139.2, 529.2, 192.1 kJ/mol.